# 1
The following is a quantum chemistry calculation of a molecular structure, C44H64AlBBeCaCl3F6IN3O18S2 at a distorted geometry, from the OMol25 dataset.

The geometry in XYZ format:
```
145
Properties=species:S:1:pos:R:3:forces:R:3:mulliken_charge:R:1
I -1.05843 -1.04144 4.33924 -0.223 -0.439 -0.298 0.163
Ca -3.16270 -4.19837 -1.71934 2.536 -0.162 -0.683 1.092
Cl -5.48680 2.50024 -6.46988 0.173 -0.201 0.083 -0.142
Cl -3.77463 0.79473 -4.84265 -0.672 1.332 -0.696 -0.012
Cl -3.38198 3.67933 -4.84413 0.017 -0.125 -0.053 -0.151
S 8.90632 2.81766 -4.34084 -0.144 -0.254 -2.206 0.981
S 9.39589 5.28642 -3.66714 0.729 4.897 -0.413 1.089
Al -5.10387 -5.22263 2.91748 0.109 0.016 -0.465 0.515
F -0.75817 -2.04283 -6.54090 -0.722 -0.194 -0.066 -0.401
F -1.73295 -2.05839 -8.67146 -0.072 -0.433 1.301 -0.374
F -3.01908 -2.63025 -6.79910 0.479 0.081 0.265 -0.419
F 9.89549 5.96873 -2.31148 -0.079 -0.988 0.161 -0.263
F -1.33561 -4.07335 -7.55886 -0.387 1.077 0.440 -0.384
F 7.44128 3.35799 -4.65467 -0.009 -0.122 0.273 -0.265
O 8.61242 1.47240 -3.86242 -0.255 -0.147 1.642 -0.508
O -4.26644 -5.09958 6.44972 2.208 1.439 0.183 -0.480
O -5.86097 6.91811 -12.38304 0.158 -0.385 0.467 -0.590
O 3.35776 2.38425 1.52153 -1.564 -0.611 -1.119 -0.376
O 0.22777 1.21764 3.10084 -0.739 -0.085 -0.474 -0.486
O 8.09395 5.89680 -3.81308 0.620 -1.410 0.054 -0.579
O 9.54425 2.86622 -5.63018 -0.278 -0.007 1.504 -0.540
O 4.21885 -0.90652 8.61354 -0.263 0.420 -0.090 -0.535
O 8.68282 -1.32131 -2.06473 -2.019 2.700 1.179 -0.537
O 1.17528 -4.87960 2.88014 -0.491 1.546 -1.415 -0.455
O 4.25277 1.23095 9.38365 -0.388 -0.341 -0.391 -0.323
O 0.83244 -2.64392 2.02388 1.192 -0.227 0.059 0.392
O 6.28432 -2.30155 -4.45638 0.795 1.637 0.923 -0.539
O -4.89124 5.04770 -11.89157 -0.303 0.515 0.243 -0.593
O 1.16660 -4.48526 -0.71626 -0.252 -0.079 0.857 -0.489
O -1.80974 -2.83201 7.49550 -2.470 -1.571 -0.711 -0.353
O 10.41703 5.72820 -4.58453 -0.838 -1.342 0.481 -0.562
O 2.62228 0.62201 8.07977 0.233 -0.022 0.069 -0.292
N 9.43174 3.77422 -3.21585 -0.614 -1.165 -0.356 -0.287
N -5.46820 6.08077 -11.58426 0.129 -0.154 -0.762 0.991
N 3.80924 0.27551 3.59016 -0.498 0.723 1.186 -0.392
C 7.13849 -1.47557 -3.90044 -0.708 -2.439 -2.124 0.312
C -1.03846 0.94090 0.00949 -0.971 -0.231 -1.461 -0.108
C -2.99152 -1.40695 -3.77008 1.849 0.966 3.717 -1.092
C 2.31716 0.25385 3.72075 0.111 -0.194 0.321 -0.907
C -6.03871 -3.43895 4.30386 -1.028 4.417 -2.300 0.073
C -6.37316 7.48985 -9.76795 -0.029 0.074 -0.043 -0.417
C -4.07351 -0.27263 2.48242 -1.393 -0.049 -0.150 0.436
C -3.02707 -3.28283 7.44439 1.098 5.692 3.745 -0.109
C -7.48833 -2.86268 4.24447 1.497 0.959 -0.710 -0.591
C -2.12628 1.52474 3.05576 -0.772 -0.331 1.087 -0.615
C -0.65147 -0.00258 1.24172 1.483 -1.621 1.097 1.121
C -5.23543 5.42241 -9.21457 0.046 -0.070 0.008 -0.299
C -2.95796 -0.76605 -1.10296 1.487 0.127 -2.645 -0.181
C 0.65584 -5.35842 1.61859 -0.094 -1.184 -0.181 -0.136
C 7.82726 -2.18181 -2.63046 -0.184 -1.070 0.427 -0.347
C -5.70049 6.33443 -10.16009 -0.125 0.155 0.864 0.040
C 4.69740 0.63779 0.42589 0.049 0.271 -0.092 0.198
C -7.85961 -1.47076 3.68699 4.047 -0.649 -0.494 -0.548
C -4.94389 -2.37889 -2.12213 -0.219 2.496 -0.628 -0.493
C -1.08126 0.23228 -2.68360 -2.948 -2.182 -0.059 -0.717
C 0.96946 -0.17765 1.32280 1.429 0.559 -1.369 0.069
C 1.57300 -1.65693 1.26156 1.202 0.273 -0.010 -1.571
C -3.85947 2.27701 -5.81246 -0.354 0.174 -0.234 0.012
C 1.51593 0.84519 2.46822 -2.400 -0.723 0.377 1.947
C 5.17161 -0.08879 -0.92225 0.536 -1.136 2.154 -0.963
C 1.68203 -5.29988 0.38668 -0.601 -0.889 -0.398 -0.217
C -1.69414 0.12582 -1.23066 -1.396 -1.909 -2.915 0.087
C -0.97304 0.45190 2.74917 1.582 3.355 -0.638 -0.775
C 1.94883 2.24326 1.81016 -0.261 0.478 0.475 -1.051
C -4.90596 -2.53013 3.70908 -3.741 0.615 0.169 0.103
C 1.97427 -0.37711 7.29734 -0.257 -0.188 -0.097 -0.391
C -5.43720 5.67909 -7.86253 -0.066 0.265 -0.127 0.303
C -5.27978 -1.13497 3.11759 -0.982 -1.100 0.603 -0.175
C -6.10185 6.83524 -7.46394 0.001 0.004 -0.053 -0.643
C -3.59333 -1.50728 -2.34492 2.323 0.540 -0.696 -0.348
C -1.70428 -0.50245 -3.91535 -0.975 -0.718 3.200 -0.562
C 3.71490 1.88676 0.21253 1.953 0.372 -0.463 -0.330
C 3.74753 0.20199 8.68601 0.210 0.191 0.259 0.719
C 1.69334 -3.52871 2.76566 1.117 -0.616 1.251 -0.399
C 5.45894 0.92757 10.08470 0.463 -0.026 0.312 -0.618
C -3.04622 -4.64765 6.51829 -0.940 -5.507 -3.472 0.123
C -6.57293 7.73702 -8.41364 0.125 -0.237 -0.015 -0.349
C -6.73306 -0.56099 3.09341 1.044 -4.317 1.866 -0.392
C -3.56027 0.89717 3.44626 -0.546 0.720 0.040 -0.893
B -1.70882 -2.70234 -7.39796 0.441 -0.324 -1.190 0.580
Be 7.27670 0.32305 -1.88309 2.870 -2.887 -2.395 0.582
H 1.08203 0.06977 6.85624 0.152 0.183 0.170 0.105
H -3.16357 2.18170 -6.64446 -0.119 -0.053 0.175 0.321
H 2.65516 -1.58330 1.67226 -1.698 -0.052 -0.533 0.361
H -8.32293 -3.53605 4.65464 1.374 1.277 -0.696 0.347
H -5.07342 4.97897 -7.11779 -0.053 0.200 -0.197 -0.038
H 4.15916 -0.15836 4.47214 -0.196 0.266 -0.961 0.277
H -3.83078 -2.92482 3.73050 -1.458 1.038 -0.090 0.164
H 1.64437 3.08524 2.53183 0.680 -1.371 -0.890 0.289
H -5.80781 -4.47837 4.71897 -0.560 1.775 0.463 0.236
H -0.17261 0.88255 -2.89246 -1.356 -0.956 0.463 0.369
H -0.13044 1.48370 -0.45646 -1.380 -0.997 1.032 0.159
H 1.99472 0.84933 4.65444 0.137 -0.801 -1.578 0.281
H -4.78807 -3.39578 -1.59382 -2.415 2.122 -0.401 0.257
H 5.60803 1.02420 1.02551 -1.507 -0.683 -0.956 0.418
H 2.75351 -3.62831 2.32680 -1.619 0.547 0.208 0.301
H 0.38472 -6.47017 1.78367 0.537 1.823 0.006 0.364
H 5.77419 1.82919 10.61074 -0.273 0.009 -0.180 0.228
H -3.79165 -2.61840 7.00716 0.419 -0.227 -1.157 0.151
H -3.61452 0.60508 4.56271 0.306 0.214 -1.935 0.322
H 7.97350 -1.12027 -4.52940 0.093 -0.118 0.022 0.364
H -0.34659 -4.83927 1.37309 1.537 -0.465 0.124 0.076
H 4.35063 2.71751 -0.28703 -1.080 -1.213 0.699 0.419
H -1.78462 2.10456 3.99692 -0.371 -0.990 -1.615 0.293
H 8.24535 -3.13019 -3.00192 0.554 0.546 -0.214 0.374
H 1.70281 -2.06214 0.18296 -0.495 0.888 1.511 0.327
H 2.62624 -0.71664 6.48876 0.012 -0.124 0.181 0.105
H 4.30288 -0.62197 -1.43497 1.541 1.066 -0.044 0.427
H -7.09290 8.63519 -8.09743 0.057 -0.096 -0.093 0.377
H 1.43924 0.30051 0.37828 -1.000 -1.014 1.176 -0.286
H -0.99272 -1.09202 1.20118 -0.111 1.549 -0.666 0.600
H 1.66542 -1.21729 7.92346 0.182 -0.001 -0.116 0.412
H 6.99069 -2.54341 -2.00499 -0.169 0.380 0.105 0.231
H 2.74201 -4.97503 0.65382 -1.535 -0.281 -0.121 0.179
H -5.64545 -1.72321 -1.47834 1.098 -1.507 -0.712 0.303
H -3.46499 -1.92810 -4.68748 1.034 0.883 1.412 0.514
H 4.06935 1.27821 3.71370 0.021 -0.994 -0.437 0.365
H 2.83730 1.70007 -0.49279 0.953 0.023 1.139 0.119
H -2.27989 2.31184 2.24513 0.518 -1.288 0.797 0.337
H -2.56130 -4.36119 5.56872 -0.506 0.958 -0.018 -0.071
H -1.28558 -0.41342 -4.98353 -0.443 -0.260 1.922 0.534
H 1.76045 -6.37058 -0.04246 -0.020 1.765 0.674 0.298
H 1.32737 2.42920 0.85146 0.891 -0.441 1.493 0.241
H -3.50103 -3.56665 8.39860 0.691 -1.092 -0.006 0.350
H 5.92925 -0.91066 -0.60232 -1.130 0.990 -0.526 0.341
H -3.49187 -0.92903 -0.11128 0.876 0.452 -1.400 0.386
H -4.71603 4.51795 -9.51219 -0.090 0.189 -0.177 0.423
H 6.72461 -0.50025 -3.50803 -0.718 1.288 1.094 -0.147
H -6.74228 8.20190 -10.49796 0.145 -0.229 -0.049 0.435
H 6.24863 0.64069 9.38693 -0.150 -0.117 0.085 0.289
H 0.47160 -3.87576 -0.39000 0.851 -0.486 0.144 0.178
H -4.52696 0.23374 1.54367 0.851 -0.830 1.362 0.422
H -6.92793 0.47716 2.65636 0.264 -1.773 0.725 0.398
H 5.28878 0.13936 10.82124 0.041 -0.014 -0.207 0.293
H -8.92216 -1.06986 3.64966 1.535 -0.920 0.251 0.371
H 1.82871 -3.16050 3.85475 -0.464 -0.578 -1.669 0.046
H -3.26619 -1.00016 2.13325 -0.931 1.036 0.680 -0.244
H -4.31952 1.76533 3.33499 1.157 -1.380 0.236 0.425
H -1.79198 1.76814 0.25435 1.043 -1.263 -0.068 0.313
H 4.18694 -0.14838 1.07663 0.767 1.047 -0.857 -0.270
H -6.25268 7.03509 -6.40713 0.014 -0.021 -0.122 0.370
H -2.28778 -5.30998 6.96638 -0.449 0.327 1.078 0.392
H -5.50103 -2.49502 -3.12896 1.073 -0.267 1.594 0.287
H 2.01972 -0.84568 3.90829 0.165 1.774 -0.472 -0.230
H 5.74710 0.63685 -1.60442 -1.341 0.262 -0.045 0.364
```
Positions in Å, forces in eV/Å.

Its HOMO energy is -8.4 eV. Its net charge is +1. As for the max |F|: 6.9 eV/Å.

# 2
The following is a quantum chemistry calculation of 3 unconnected molecules or ions with the total composition C44H64BNO12 at a distorted geometry, from the OMol25 dataset.

The geometry in XYZ format:
```
122
Properties=species:S:1:pos:R:3:forces:R:3:mulliken_charge:R:1
O 0.72683 -3.22794 7.66046 -0.108 -0.173 -0.081 -0.468
O -3.57395 -2.05886 -5.73006 -1.561 1.386 -2.450 -0.389
O 1.12603 0.68678 0.49969 -1.232 1.172 -0.580 -0.407
O 0.60201 4.73374 7.78327 0.222 -0.115 0.245 -0.243
O 2.96540 3.19161 6.54096 -0.224 -0.003 0.012 -0.487
O -1.25885 1.03770 0.79135 1.288 -0.953 -1.140 -0.445
O -0.11462 2.67062 -6.72253 0.162 0.087 1.203 -0.484
O -2.99920 2.39941 -0.97301 0.278 -0.531 -0.290 -0.489
O 0.18092 1.93417 6.26323 0.091 0.139 -0.237 -0.349
O -1.18364 -3.88921 5.33328 -0.157 0.228 0.231 -0.277
O -0.35412 -6.09565 7.51691 0.269 0.002 -0.098 -0.256
O -2.70373 2.51972 -5.65995 -0.009 -0.595 0.394 -0.497
N -6.99277 -2.79056 -4.73930 0.254 0.308 0.155 -0.633
C 2.63385 0.58217 -4.45846 -0.712 -1.127 0.601 -1.294
C -2.77297 1.65701 -1.89560 -0.277 -0.690 -1.379 -0.479
C -2.58210 1.74294 -4.74504 0.084 -0.746 1.212 -0.258
C 2.63904 -0.76020 -5.32647 1.304 1.125 -0.489 -0.195
C 2.15383 4.23014 5.99546 0.260 0.074 0.084 -0.255
C -0.18516 1.10460 -1.67894 0.241 0.137 -2.807 -0.535
C 0.38370 -7.29338 7.64393 -0.205 0.134 -0.028 -0.789
C -0.24995 -5.26269 8.66215 -0.214 -0.024 -0.303 -0.581
C 0.01764 -3.13119 5.30083 0.015 -0.557 -0.142 0.036
C -0.20687 4.47574 -4.94538 1.874 0.050 -0.134 -0.122
C 1.95847 3.69990 -5.93002 -0.227 0.563 0.710 -0.192
C 0.11025 1.29272 -6.26945 -0.275 0.627 0.638 -0.298
C 5.65213 -2.70097 -4.16033 -1.543 -1.007 -1.237 -0.382
C -5.93706 -0.56749 -2.86641 1.394 0.897 -0.609 -0.505
C 2.05526 5.43814 -4.13801 -1.158 -1.328 -1.532 -0.456
C -4.75107 0.22810 -4.96841 -0.624 0.618 1.394 0.182
C 1.69072 5.24569 7.02772 -0.488 -0.120 -0.255 -0.609
C -0.42077 -3.80108 8.28330 0.098 0.058 0.126 -0.343
C -4.97140 0.14718 -2.00116 0.213 0.157 -2.840 -0.947
C -1.22546 1.45912 -3.99753 0.511 -0.397 0.883 1.552
C 2.30805 2.23974 7.37594 0.139 -0.093 -0.062 -0.431
C 1.22961 0.90932 -3.85634 -1.370 0.519 0.327 1.166
C 0.04368 1.22198 -4.70352 -0.031 -0.383 2.268 -0.151
C 2.76079 4.58978 -5.09916 -2.608 -0.202 0.322 -0.463
C -2.46579 -1.47583 -6.68905 -3.581 -2.395 2.818 -0.324
C -5.84770 -0.55395 -4.33125 1.389 1.029 1.101 0.676
C -0.39713 1.39346 5.09313 0.007 0.089 0.249 -0.444
C -2.30098 -3.14681 4.89122 0.108 -0.216 0.026 -0.717
C -3.78920 0.93946 -4.13392 -1.278 -1.098 0.773 0.376
C 1.08924 0.86462 -2.40859 -1.701 0.320 -0.717 -1.062
C 0.49505 3.59505 -5.87115 2.075 1.828 1.133 0.190
C 0.59162 5.37888 -4.09653 0.974 -0.885 -0.901 -0.587
C -6.87742 -1.37822 -5.19574 0.462 0.224 0.426 -0.705
C 1.00961 -3.65253 6.32785 0.046 0.285 0.035 -0.454
C -3.91025 0.88433 -2.65598 -0.134 -0.509 -1.083 0.585
C 6.11747 -4.20716 -4.06238 0.105 1.307 0.045 -1.094
C 4.18943 -1.12721 -5.56352 -1.841 -0.992 -0.346 -0.889
C 1.39387 1.28848 6.62263 -0.263 0.207 0.189 -0.404
C -4.63698 0.24269 -6.51631 0.948 -3.135 0.101 -1.395
C 1.73327 1.93444 0.90998 -0.524 0.366 0.525 -0.591
C -4.07999 -1.30276 -6.87142 3.044 0.511 1.068 0.229
C 0.52071 5.30897 9.07045 -0.113 -0.108 -0.191 -0.800
C -1.34761 1.41066 -2.51637 1.329 -0.328 -0.834 0.080
C 4.43706 -2.65898 -5.20726 1.184 1.168 0.321 -0.624
B -0.16385 0.96612 -0.08938 0.524 -0.740 1.108 0.743
H 3.11309 1.43428 -5.00099 -0.658 -0.667 0.275 0.187
H 1.10432 1.00103 -6.68901 -0.936 -0.100 0.643 0.231
H 3.31204 0.35262 -3.58289 -0.727 0.373 -0.828 0.551
H -0.72800 0.67212 -6.69689 1.018 0.738 0.223 -0.080
H 1.11907 -4.73624 6.27419 -0.234 -0.021 -0.090 0.131
H -5.61096 0.28169 -7.05820 0.805 0.567 0.615 0.526
H -0.02277 -7.91274 8.45161 0.143 -0.063 0.024 0.324
H -1.32372 4.45260 -4.89323 1.254 0.052 -0.013 0.411
H -3.18986 -3.76644 5.01559 0.110 -0.041 -0.033 0.242
H 2.04478 1.87988 1.98690 -0.235 -0.090 -0.964 0.170
H 1.45203 5.14906 9.62559 0.022 0.129 0.023 0.344
H 4.71018 -3.18264 -6.16358 -0.160 0.222 1.026 0.358
H -7.87750 -0.87888 -5.11141 0.790 -0.355 -0.068 0.348
H -2.42836 -2.24163 5.49601 0.006 0.086 -0.104 0.304
H -1.28094 1.98230 4.84674 0.033 -0.033 0.101 0.291
H 4.80793 -0.40944 -4.97007 -0.286 -0.843 -0.458 0.476
H -6.61704 -3.43784 -5.43033 -0.008 0.323 0.264 0.289
H 1.98789 -3.22332 6.09371 -0.071 0.082 0.055 0.446
H 5.22941 -4.83694 -3.80326 0.910 0.407 -0.006 0.287
H 0.72539 -5.39556 9.14514 0.000 0.032 0.008 0.359
H 1.98703 0.61164 -1.79720 -0.885 0.233 -0.586 0.335
H -0.69497 0.35201 5.26128 0.014 -0.037 -0.183 0.155
H 1.31928 3.82008 5.42541 -0.162 0.044 0.198 0.092
H 2.61109 6.13954 -3.47149 -0.615 -0.732 -0.664 0.366
H 2.06820 -1.58692 -4.83712 0.557 0.780 -0.186 0.427
H -0.56045 -3.23201 9.20609 0.117 -0.023 0.000 0.415
H 2.52927 5.51202 7.68010 0.037 -0.040 0.009 0.350
H 0.44448 -3.23667 4.29354 0.152 0.201 0.057 0.470
H -2.19644 -2.88219 3.83350 -0.066 0.140 0.001 0.289
H 5.22415 -2.29922 -3.19595 0.809 -0.380 -0.848 0.246
H -2.08871 -2.51714 -6.85728 0.613 1.671 -1.081 0.436
H -0.18242 -2.07136 5.49180 0.002 0.018 0.049 -0.194
H -6.59919 -1.39210 -6.28214 -0.209 0.243 1.090 0.224
H 1.14228 0.43234 7.26077 0.209 -0.116 0.007 0.363
H 6.42781 -2.01416 -4.58971 -0.427 -0.723 0.736 0.304
H 0.30804 -7.84122 6.70430 -0.095 0.070 0.043 0.232
H -6.74304 -1.14698 -2.34962 0.745 0.573 -0.692 0.424
H 6.93339 -4.25951 -3.29302 -0.738 -0.491 -0.799 0.337
H 3.52634 -3.15799 -4.77416 0.879 0.550 -0.413 0.346
H -1.31551 -3.64282 7.67881 0.027 -0.225 -0.082 0.128
H 0.30270 1.45763 4.25245 -0.023 -0.158 -0.051 0.172
H 1.78764 2.73272 8.19879 -0.202 -0.019 -0.129 0.145
H 2.49979 3.02800 -6.64962 -0.674 0.770 0.698 0.430
H 0.91969 2.71822 0.84776 1.276 -0.250 0.065 0.282
H 0.09368 6.05958 -3.36072 0.289 -0.825 -0.877 0.344
H -0.28669 4.81455 9.61177 -0.002 0.029 -0.121 0.235
H 6.47128 -4.50785 -5.08750 -0.115 0.115 1.148 0.289
H -3.84755 0.91464 -6.92016 -1.074 -0.216 0.425 0.309
H -2.05705 0.61810 0.43243 0.167 0.756 0.066 0.286
H -1.03881 -5.55812 9.36484 0.058 0.121 0.187 0.403
H -5.03313 0.11600 -0.89305 -0.053 0.038 -1.009 0.447
H -4.57563 -1.86551 -7.74619 0.870 0.745 1.600 0.308
H 1.33771 6.15116 6.51407 0.232 0.055 -0.043 0.408
H 4.40546 -0.99862 -6.65872 -0.001 0.144 1.092 0.301
H 3.87234 4.58117 -5.18916 -1.135 0.085 0.091 0.368
H 1.44148 -7.07661 7.83050 0.012 -0.076 0.111 0.342
H 3.11070 1.64695 7.82219 0.031 0.005 -0.117 0.401
H 2.20850 -0.60850 -6.35009 0.047 -0.068 1.044 0.098
H -1.97257 -0.87435 -5.88934 0.125 0.133 -1.576 -0.140
H -6.46486 -2.93134 -3.87241 -0.255 0.048 -0.537 0.307
H 2.79921 4.75098 5.28241 0.059 -0.018 0.104 0.399
H 2.62855 2.19233 0.28513 -0.911 -0.184 0.394 0.267
H 1.91423 0.92521 5.72812 0.028 0.005 0.008 0.319
H 0.30068 6.37981 9.00312 0.076 0.049 0.123 0.322
```
Positions in Å, forces in eV/Å.

Its HOMO energy is -8.8 eV. As for the SMILES: CCCCCCc1cc(B(O)OC)c2c(c1COc1ccccc1)C(=O)c1c(ccc(CN)c1C[C@H]1CO1)C2=O.COCCOCCOC.COCCOCCOC. Its net charge is 0. As for the max |F|: 5.1 eV/Å.